Record 1
Here is a structure of composition C18H12F3N4O6SSc from OMol25. Energies are from ωB97M-V with the def2-TZVPD basis set.

Geometry as XYZ:
```
45
Properties=species:S:1:pos:R:3:forces:R:3:lowdin_charge:R:1
Sc -0.684 0.316 -0.477 0.079 0.158 -0.062 0.98
O -1.777 1.010 1.261 0.061 -0.070 0.000 -0.05
C -2.456 0.323 2.031 -0.047 0.022 -0.095 -0.13
C -2.836 -1.046 1.828 -0.089 -0.018 0.139 -0.11
C -3.442 -1.718 2.901 0.038 -0.097 -0.163 0.06
C -3.815 -3.024 2.742 -0.015 -0.038 0.208 -0.14
C -3.635 -3.700 1.529 0.082 0.081 -0.151 0.03
C -3.074 -3.050 0.463 -0.068 0.002 0.047 0.03
C -2.653 -1.702 0.573 -0.021 0.101 0.008 -0.31
O -2.145 -1.087 -0.442 0.164 0.044 -0.022 -0.12
N -4.426 -3.734 3.870 -0.190 0.136 -0.151 -0.36
O -4.586 -3.118 4.906 0.075 -0.006 0.072 0.07
O -4.766 -4.886 3.692 0.069 -0.076 0.022 0.08
H -2.814 0.804 2.951 0.020 -0.056 0.030 0.15
H -3.605 -1.223 3.848 0.004 0.014 0.009 0.13
H -3.947 -4.731 1.447 -0.016 -0.008 0.038 0.12
H -2.936 -3.545 -0.488 0.009 0.002 -0.006 0.13
F 1.030 4.385 -3.261 0.054 0.055 0.126 0.14
C 0.849 3.575 -4.304 -0.048 0.000 0.041 -0.61
F 1.828 3.854 -5.186 0.085 -0.021 -0.111 0.13
F -0.307 3.925 -4.892 -0.113 0.009 -0.008 0.15
C 0.859 2.119 -3.927 -0.028 -0.160 -0.136 -0.11
C 1.556 1.221 -4.713 0.091 0.030 0.019 0.01
C 1.578 -0.138 -4.409 -0.104 -0.044 0.173 -0.04
C 0.877 -0.553 -3.295 0.091 0.206 -0.265 -0.10
N 0.162 0.305 -2.569 0.000 -0.175 0.407 -0.07
C 0.114 1.625 -2.840 -0.161 0.112 0.085 -0.67
S -0.891 2.528 -1.742 0.031 -0.096 -0.145 0.69
H 2.108 1.591 -5.567 -0.006 -0.010 -0.001 0.13
H 2.132 -0.842 -5.011 0.012 0.003 -0.012 0.11
H 0.865 -1.580 -2.955 0.023 -0.019 -0.030 0.12
C 3.992 2.323 2.467 -0.008 -0.002 0.001 -0.01
N 3.170 1.317 1.808 -0.008 -0.005 0.034 -0.05
C 3.565 0.027 1.710 -0.025 0.025 0.004 -0.04
C 2.816 -0.924 1.106 0.024 0.090 0.020 0.02
C 1.574 -0.481 0.562 -0.064 -0.106 -0.044 -0.48
O 0.728 -1.234 -0.036 0.052 -0.135 -0.010 -0.09
N 1.196 0.802 0.645 -0.073 0.114 0.063 0.10
C 1.935 1.761 1.283 0.054 -0.043 -0.186 -0.49
O 1.614 2.920 1.403 -0.011 0.020 0.074 0.09
H 4.883 1.842 2.862 0.003 0.004 -0.003 0.09
H 3.431 2.787 3.276 0.010 0.011 -0.008 0.10
H 4.273 3.100 1.758 -0.010 0.008 0.014 0.10
H 4.527 -0.192 2.156 -0.003 -0.048 -0.012 0.13
H 3.131 -1.952 1.038 -0.021 -0.016 -0.013 0.11
```
Positions in Å, forces in eV/Å.

Summary:
Net charge: 0
Relative energy (zero: lowest compared OMol25 entry of this formula, charge and spin) in kJ/mol: 0.0
Gap between HOMO and LUMO in eV: 7.516
Total energy in a.u.: -2822.29424
LUMO in eV: -0.879
Molar mass in g/mol: 514.33

Record 2
Here is a structure of composition C11H19Cl2FNb from OMol25. Energies are from ωB97M-V with the def2-TZVPD basis set.

Geometry as XYZ:
```
34
Properties=species:S:1:pos:R:3:forces:R:3:lowdin_charge:R:1
C 2.574 1.499 2.061 -0.218 0.070 -0.542 -0.06
C 1.754 0.252 2.287 0.117 0.288 0.085 -0.29
C 2.284 -0.996 2.572 1.287 0.823 -0.113 -0.09
C 1.458 -2.057 2.795 0.163 -1.561 0.212 -0.12
C 0.088 -1.949 2.735 -0.205 0.093 0.003 -0.08
C -0.457 -0.715 2.426 -1.634 0.080 -0.064 -0.38
C -1.949 -0.463 2.284 1.210 0.095 -0.223 -0.37
Nb -2.377 0.063 0.075 0.205 -0.744 0.416 1.20
C -2.544 0.659 -2.143 1.459 -0.516 0.528 -0.43
C -1.213 0.463 -2.867 -0.577 0.649 -0.396 -0.39
F -0.793 -0.879 -2.892 -0.002 0.040 -0.112 -0.15
C 0.386 0.358 2.204 0.181 0.667 0.187 -0.10
H 3.646 1.313 1.942 -0.121 -0.035 0.243 0.07
H 2.387 2.247 2.841 0.233 -0.200 0.041 0.08
H 2.225 1.964 1.129 0.145 -0.040 0.116 0.08
H 3.369 -1.091 2.609 -0.154 -0.190 0.057 0.10
H 1.889 -3.036 3.007 0.021 0.153 0.016 0.10
H -0.552 -2.806 2.921 0.045 0.067 -0.051 0.10
H -2.542 -1.328 2.604 0.005 0.151 -0.026 0.02
H -2.142 0.404 2.930 -0.459 -0.116 -0.235 0.03
H -3.179 -1.568 -0.219 -0.494 -0.075 -0.046 -0.17
H -0.698 -0.568 -0.360 0.042 0.113 -0.137 -0.08
H -1.699 1.765 0.344 -0.323 0.315 0.023 -0.14
H -4.040 0.762 0.448 -0.322 0.285 -0.121 -0.19
H -3.315 0.072 -2.654 -0.148 0.365 0.065 0.02
H -2.715 1.743 -2.140 -0.379 -0.197 -0.106 0.02
H -0.422 1.067 -2.407 -0.045 -0.221 0.037 0.07
H -1.297 0.763 -3.926 0.154 -0.186 0.085 0.09
H -0.033 1.329 1.950 -0.132 -0.167 -0.007 0.08
C 1.959 -0.001 -4.518 -0.113 -0.203 0.100 -1.02
Cl 2.715 0.806 -3.143 0.036 -0.023 0.019 0.50
Cl 1.508 1.152 -5.787 -0.004 -0.032 -0.066 0.48
H 2.662 -0.715 -4.933 0.057 0.115 -0.034 0.02
H 1.064 -0.509 -4.172 -0.033 0.137 0.046 0.00
```
Positions in Å, forces in eV/Å.

Summary:
Net charge: -1
Gap between HOMO and LUMO in eV: 6.777
Total energy in a.u.: -1507.53455
LUMO in eV: 2.508
Molar mass in g/mol: 334.08

Record 3
Here is a structure of composition C14H10O10Tl from OMol25. Energies are from ωB97M-V with the def2-TZVPD basis set.

Geometry as XYZ:
```
35
Properties=species:S:1:pos:R:3:forces:R:3:mulliken_spin:R:1
Tl -27.366 -24.030 3.948 0.633 0.626 0.301 0.00
C -24.381 -22.522 7.485 -4.062 -0.942 -1.293 0.30
C -25.423 -22.383 6.496 -0.062 -0.677 -1.039 0.00
C -24.967 -21.628 5.137 -1.843 -0.614 1.360 -0.09
O -25.723 -21.695 4.141 0.625 -0.421 0.829 -0.04
C -23.775 -20.851 5.249 -6.121 -1.475 -6.284 0.20
C -23.009 -20.838 6.273 6.478 3.793 3.463 -0.03
C -23.338 -21.686 7.448 5.443 0.298 4.187 0.01
O -22.552 -21.753 8.480 -1.280 0.809 -2.438 0.35
O -22.007 -20.008 6.187 -1.764 -2.435 1.589 0.25
O -26.524 -22.946 6.669 0.948 0.634 -1.173 0.05
H -24.675 -23.162 8.303 0.607 0.052 0.338 -0.01
H -23.639 -20.275 4.346 0.642 0.298 0.151 0.00
C -23.873 -26.846 6.669 -1.102 3.697 -2.894 0.00
C -25.038 -26.172 6.112 -0.309 0.210 -1.698 0.00
C -26.477 -26.536 6.589 1.430 0.670 0.025 0.00
O -27.399 -26.056 6.007 -1.528 0.647 -1.078 0.00
C -26.601 -27.357 7.740 -0.004 0.496 -1.261 0.00
C -25.433 -27.826 8.270 1.654 -3.536 7.066 0.00
C -24.025 -27.630 7.728 2.850 -4.245 2.479 0.00
O -22.924 -28.237 8.031 -3.850 1.007 0.675 0.00
O -25.565 -28.419 9.434 0.891 1.625 -3.897 0.00
O -24.951 -25.424 5.130 -0.909 -0.690 1.574 0.00
H -22.874 -26.635 6.317 0.087 0.035 -0.387 0.00
H -27.534 -27.622 8.215 -0.104 0.075 -0.071 0.00
C -23.579 -23.796 2.962 0.334 1.052 -1.858 0.02
C -22.593 -24.880 2.788 0.474 -0.744 2.444 0.00
O -22.605 -25.562 4.096 2.086 -0.464 -1.400 0.00
O -24.838 -24.278 2.520 -1.113 0.082 0.469 0.00
H -23.316 -22.988 2.279 0.078 0.481 0.136 0.00
H -23.531 -23.392 3.973 -0.523 -0.304 -0.111 -0.01
H -21.625 -24.422 2.581 0.342 -0.397 0.565 0.00
H -22.793 -25.580 1.977 -0.299 0.040 -0.041 0.00
H -23.504 -25.703 4.402 -0.235 0.473 -0.620 0.00
H -24.732 -24.260 1.566 -0.493 -0.158 -0.107 0.00
```
Positions in Å, forces in eV/Å.

Summary:
2S+1: 2
Net charge: 0
Gap between HOMO and LUMO (alpha / beta) in eV: 2.834 / 1.832
Total energy in a.u.: -1464.01354
LUMO (alpha / beta) in eV: -5.847 / -5.847
Molar mass in g/mol: 542.61

Record 4
Here is a structure of composition C25H20AlCl2F5NOSSeSi from OMol25. Energies are from ωB97M-V with the def2-TZVPD basis set.

Geometry as XYZ:
```
58
Properties=species:S:1:pos:R:3:forces:R:3:mulliken_spin:R:1
Al -0.260 1.111 -1.341 0.813 -0.722 -0.403 -0.01
O -0.714 1.222 0.309 -0.436 0.188 0.021 0.01
N -0.677 1.278 1.626 0.122 -0.037 0.282 0.00
C -0.575 2.511 2.176 0.101 -0.047 -0.041 0.00
C -0.527 2.679 3.522 -0.074 -0.042 0.063 0.00
C -0.575 1.526 4.329 0.022 0.015 -0.028 0.00
C -0.666 0.295 3.755 -0.050 0.054 -0.020 0.00
C -0.742 0.107 2.342 -0.044 0.145 0.036 0.00
S -0.925 -1.382 1.605 0.004 -0.042 -0.044 0.00
H -0.531 3.319 1.463 0.033 -0.045 -0.052 0.00
H -0.444 3.671 3.938 0.030 -0.001 -0.022 0.00
H -0.540 1.624 5.407 0.046 -0.044 -0.013 0.00
H -0.698 -0.604 4.351 0.010 -0.025 -0.009 0.00
Cl -1.685 2.869 -1.962 -0.640 0.410 0.257 0.02
C -1.807 3.852 -3.481 0.284 -0.024 -0.442 0.71
Cl -3.401 5.542 -4.354 0.005 0.023 -0.006 0.24
H -1.973 3.198 -4.324 -0.094 -0.077 0.098 -0.01
H -0.959 4.516 -3.546 -0.019 0.017 0.140 -0.01
C -5.863 -1.235 -1.797 0.062 0.029 -0.017 0.00
C -4.989 -1.748 -0.846 -0.016 -0.021 -0.071 0.00
C -3.617 -1.687 -1.051 0.008 -0.006 -0.050 0.00
C -3.078 -1.115 -2.210 -0.048 0.044 0.154 0.00
C -3.978 -0.603 -3.152 0.023 -0.048 0.029 0.00
C -5.353 -0.662 -2.955 0.023 -0.038 0.036 0.00
Si -1.215 -0.852 -2.485 -0.327 -0.150 -0.276 0.02
C -0.261 -2.494 -2.423 0.121 0.009 0.121 0.00
C -0.283 -3.373 -1.336 -0.017 -0.016 -0.022 0.00
C 0.498 -4.521 -1.317 -0.004 -0.018 -0.071 0.00
C 1.327 -4.822 -2.391 -0.014 0.075 -0.010 0.00
C 1.368 -3.963 -3.481 -0.040 -0.005 0.039 0.00
C 0.583 -2.816 -3.492 -0.033 -0.016 0.038 0.00
H -6.934 -1.267 -1.630 0.011 -0.019 -0.009 0.00
H -5.380 -2.187 0.065 0.031 0.004 0.001 0.00
H -2.954 -2.070 -0.284 -0.018 0.068 0.021 0.00
H -3.593 -0.143 -4.056 -0.032 -0.012 0.021 0.00
H -6.025 -0.257 -3.702 0.017 0.023 0.014 0.00
H -1.217 -0.638 -3.974 0.095 0.192 0.033 0.00
H -0.904 -3.151 -0.477 0.046 0.015 -0.015 0.00
H 0.474 -5.176 -0.454 -0.018 0.021 0.004 0.00
H 1.948 -5.710 -2.373 -0.013 -0.001 0.006 0.00
H 2.016 -4.184 -4.322 -0.002 0.014 0.005 0.00
H 0.629 -2.151 -4.348 0.000 -0.027 0.012 0.00
C 1.478 1.583 -2.101 0.090 0.055 0.042 0.00
H 1.372 1.707 -3.186 -0.054 -0.010 0.020 0.00
H 2.176 0.756 -1.937 -0.014 -0.005 0.027 0.00
H 1.963 2.479 -1.708 -0.075 0.014 0.070 0.00
F 6.525 1.341 6.136 0.019 0.013 -0.005 0.00
C 5.689 1.217 5.083 0.053 0.015 0.059 0.00
C 5.772 0.129 4.240 0.061 -0.129 -0.053 0.00
F 6.714 -0.809 4.477 -0.028 -0.004 -0.016 0.00
C 4.905 0.003 3.171 -0.052 0.032 -0.031 0.00
F 5.061 -1.083 2.399 0.009 -0.015 0.034 0.00
C 3.904 0.938 2.877 0.070 0.123 0.173 0.00
Se 2.698 0.745 1.457 0.067 0.016 -0.131 0.00
C 3.876 2.035 3.750 -0.011 -0.098 -0.041 0.00
F 2.976 3.017 3.572 -0.012 0.026 0.035 0.00
C 4.734 2.178 4.823 -0.068 0.118 0.011 0.00
F 4.655 3.257 5.630 -0.022 -0.011 -0.001 0.00
```
Positions in Å, forces in eV/Å.

Summary:
2S+1: 2
Net charge: -2
Relative energy (zero: lowest compared OMol25 entry of this formula, charge and spin) in kJ/mol: 22.5
Gap between HOMO and LUMO (alpha / beta) in eV: 6.171 / 6.170
Total energy in a.u.: -5845.92747
LUMO (alpha / beta) in eV: 4.267 / 4.266
Molar mass in g/mol: 682.43

Record 5
Here is a structure of composition C25H26AsGeMoN3O7S5 from OMol25. Energies are from ωB97M-V with the def2-TZVPD basis set.

Geometry as XYZ:
```
69
Properties=species:S:1:pos:R:3:forces:R:3:lowdin_charge:R:1
Mo -2.154 1.596 -1.264 0.328 -0.092 0.812 1.19
O -0.759 5.011 -0.875 -0.026 -0.008 -0.096 -0.40
S -0.550 3.714 -0.295 -0.268 -0.233 0.359 0.76
O 2.016 1.419 2.266 -0.040 0.021 0.002 -0.08
O -1.900 3.144 0.283 0.214 0.293 -0.193 -0.69
O -0.591 2.573 -1.581 -0.134 0.083 -0.174 -0.67
S -1.816 3.300 -5.198 0.078 0.027 -0.050 0.06
As -3.449 2.628 -4.216 -0.182 0.153 -0.681 -0.33
S -2.272 0.324 -2.867 0.118 -0.524 -0.338 0.42
S -3.631 3.286 -2.174 -0.047 0.294 0.449 0.15
S -5.023 1.571 -4.932 -0.078 -0.045 0.002 0.04
O -1.401 -1.494 1.130 0.137 -0.150 0.137 0.14
C -1.000 -0.372 1.020 -0.589 0.213 -0.208 -0.53
O -1.483 0.429 0.043 0.444 0.093 0.108 -0.31
C -0.017 0.318 1.928 0.008 -0.090 -0.069 -0.09
C 1.257 0.783 1.235 -0.010 0.030 0.090 -0.41
Ge 2.278 -0.638 0.304 0.207 -0.090 -0.023 1.07
C 4.112 0.041 0.195 0.171 0.002 -0.018 -0.25
C 4.815 0.232 1.390 -0.061 -0.050 0.048 -0.12
C 6.126 0.685 1.392 0.005 0.007 -0.029 -0.08
C 6.770 0.939 0.189 0.048 0.020 0.018 -0.09
C 6.100 0.730 -1.006 -0.020 -0.001 -0.033 -0.08
C 4.784 0.285 -1.002 -0.012 0.002 0.021 -0.10
C 2.381 -2.292 1.327 -0.043 -0.171 0.043 -0.25
C 2.660 -3.508 0.696 0.040 0.078 -0.011 -0.11
C 2.798 -4.679 1.426 0.007 -0.004 0.046 -0.08
C 2.668 -4.654 2.807 0.010 -0.058 -0.011 -0.09
C 2.410 -3.456 3.452 -0.011 0.039 0.035 -0.08
C 2.268 -2.286 2.718 -0.035 0.013 -0.033 -0.10
C 1.503 -0.911 -1.461 -0.180 -0.130 -0.100 -0.26
C 1.559 0.090 -2.434 0.019 0.045 0.109 -0.13
C 1.056 -0.120 -3.710 0.077 0.074 -0.008 -0.11
C 0.484 -1.339 -4.037 -0.102 -0.106 0.030 -0.12
C 0.373 -2.330 -3.070 -0.090 0.064 -0.044 -0.09
C 0.865 -2.111 -1.791 0.060 0.033 0.002 -0.10
H 0.208 -0.377 2.734 0.042 0.043 -0.006 0.11
H -0.497 1.204 2.352 -0.110 -0.004 0.006 0.13
H 2.851 1.729 1.898 0.003 -0.009 -0.039 0.07
H 0.998 1.511 0.456 -0.057 0.006 0.043 0.07
H 4.343 -0.001 2.339 -0.008 0.015 -0.016 0.10
H 6.650 0.827 2.329 -0.016 -0.007 0.001 0.10
H 7.795 1.288 0.185 -0.008 -0.002 -0.005 0.10
H 6.606 0.908 -1.947 -0.015 -0.002 0.000 0.10
H 4.292 0.108 -1.949 -0.082 0.018 -0.054 0.09
H 2.782 -3.546 -0.380 0.019 0.005 0.004 0.10
H 3.011 -5.612 0.920 -0.002 0.017 -0.018 0.10
H 2.773 -5.568 3.379 0.001 0.011 -0.005 0.10
H 2.316 -3.433 4.531 -0.002 0.019 -0.007 0.10
H 2.070 -1.359 3.242 0.033 0.031 0.019 0.09
H 1.982 1.059 -2.194 0.077 0.004 -0.017 0.10
H 1.115 0.666 -4.452 -0.017 0.052 0.010 0.11
H 0.098 -1.506 -5.035 0.015 -0.012 0.005 0.11
H -0.110 -3.269 -3.310 0.014 0.004 0.015 0.11
H 0.746 -2.886 -1.043 -0.005 0.024 -0.020 0.09
C -6.730 1.309 2.173 -0.075 -0.043 -0.028 -0.02
N -5.899 0.981 1.039 0.187 -0.006 -0.158 -0.09
C -6.032 -0.205 0.218 0.005 0.039 0.101 -0.02
C -4.805 -0.114 -0.676 -0.024 -0.037 0.000 -0.46
O -4.551 -0.877 -1.565 0.042 0.043 0.020 0.04
N -4.063 1.004 -0.271 0.019 -0.201 -0.163 -0.02
C -4.738 1.585 0.734 -0.099 0.236 0.163 -0.40
N -4.320 2.666 1.374 0.028 -0.114 -0.062 0.24
H -7.688 0.810 2.049 -0.001 -0.001 0.021 0.10
H -6.929 2.381 2.209 -0.008 -0.002 -0.004 0.09
H -6.287 0.987 3.119 0.016 -0.002 -0.009 0.10
H -6.939 -0.201 -0.386 -0.008 0.014 0.000 0.15
H -5.987 -1.124 0.806 -0.014 -0.010 -0.003 0.15
H -3.421 3.083 1.126 -0.007 0.028 -0.009 0.06
H -4.876 3.064 2.108 0.013 0.015 0.022 0.11
```
Positions in Å, forces in eV/Å.

Summary:
Net charge: 0
Relative energy (zero: lowest compared OMol25 entry of this formula, charge and spin) in kJ/mol: 111.7
Gap between HOMO and LUMO in eV: 6.764
Total energy in a.u.: -8031.15427
LUMO in eV: -1.929
Molar mass in g/mol: 884.30